No. 1
Here is a 12-piece molecular cluster, C22H43N13O24 overall in a non-equilibrium geometry from the OMol25 dataset. Energies are from the ωB97M-V functional and the def2-TZVPD basis.

## Properties
Structure (SMILES): CC(C)=Nc1cccc2c1C(=O)NC2=O.C[N+](=O)[O-].C[N+](=O)[O-].C[N+](=O)[O-].C[N+](=O)[O-].C[N+](=O)[O-].C[N+](=O)[O-].C[N+](=O)[O-].C[N+](=O)[O-].C[N+](=O)[O-].C[N+](=O)[O-].C[N+](=O)[O-]
Frontier orbital gap (Ha): 0.2651
E_HOMO (eV): -8.67

Last columns: bonded neighbours and bond lengths (Å).
Geometry (Å):
1 C 1.394 1.709 1.723  C2 1.672, H16 1.177, H17 1.173, H18 1.178
2 C 0.434 2.903 1.053  C1 1.672, C3 1.654, N4 1.377
3 C 0.770 4.444 1.551  C2 1.654, H19 1.179, H20 1.175, H21 1.194
4 N -0.546 2.576 0.142  C2 1.377, C5 1.523
5 C -1.413 1.562 0.877  N4 1.523, C6 1.671, C10 1.639
6 C -1.307 -0.088 0.629  C5 1.671, C7 1.663, H22 1.192
7 C -2.259 -1.190 1.431  C6 1.663, C8 1.671, H23 1.193
8 C -3.362 -0.627 2.553  C7 1.671, C9 1.639, H24 1.179
9 C -3.435 0.996 2.771  C8 1.639, C10 1.639, C14 1.640
10 C -2.518 2.092 1.967  C5 1.639, C9 1.639, C11 1.639
11 C -2.961 3.590 2.464  C10 1.639, O12 1.335, N13 1.543
12 O -2.713 4.803 1.965  C11 1.335
13 N -3.857 3.407 3.706  C11 1.543, C14 1.543, H25 1.064
14 C -4.358 1.948 3.736  C9 1.640, N13 1.543, O15 1.358
15 O -5.446 1.647 4.491  C14 1.358
16 H 0.833 1.219 2.635  C1 1.177
17 H 1.584 0.859 0.938  C1 1.173
18 H 2.381 2.181 2.158  C1 1.178
19 H 1.610 4.919 0.873  C3 1.179
20 H -0.160 5.162 1.525  C3 1.175
21 H 1.117 4.353 2.690  C3 1.194
22 H -0.519 -0.440 -0.193  C6 1.192
23 H -2.183 -2.359 1.207  C7 1.193
24 H -4.075 -1.332 3.173  C8 1.179
25 H -4.723 3.899 3.330  N13 1.064
26 C 2.533 -2.497 -1.831  N27 1.488, H30 1.092, H31 1.092, H32 1.092
27 N 1.671 -2.017 -0.718  C26 1.488, O28 1.237, O29 1.237
28 O 1.316 -0.833 -0.747  N27 1.237
29 O 1.375 -2.842 0.155  N27 1.237
30 H 2.712 -1.670 -2.522  C26 1.092
31 H 3.471 -2.846 -1.395  C26 1.092
32 H 2.002 -3.310 -2.332  C26 1.092
33 C 0.696 -2.762 -5.788  N34 1.488, H37 1.092, H38 1.092, H39 1.092
34 N 1.288 -2.153 -4.566  C33 1.488, O35 1.237, O36 1.237
35 O 2.517 -2.024 -4.537  N34 1.237
36 O 0.502 -1.821 -3.671  N34 1.237
37 H 1.499 -3.003 -6.487  C33 1.092
38 H 0.166 -3.666 -5.482  C33 1.092
39 H 0.013 -2.029 -6.223  C33 1.092
40 C -3.458 -0.701 -7.869  N41 1.488, H44 1.092, H45 1.092, H46 1.092
41 N -2.290 -1.403 -7.271  C40 1.488, O42 1.237, O43 1.237
42 O -1.435 -1.844 -8.048  N41 1.237
43 O -2.265 -1.493 -6.038  N41 1.237
44 H -3.349 -0.698 -8.955  C40 1.092
45 H -4.357 -1.246 -7.573  C40 1.092
46 H -3.465 0.318 -7.478  C40 1.092
47 C -7.605 -0.410 5.063  N48 1.488, H51 1.092, H52 1.092, H53 1.092
48 N -8.607 -1.361 4.511  C47 1.488, O49 1.237, O50 1.237
49 O -8.616 -2.507 4.975  N48 1.237
50 O -9.358 -0.930 3.628  N48 1.237
51 H -7.016 -0.922 5.827  C47 1.092
52 H -6.967 -0.088 4.237  C47 1.092
53 H -8.151 0.430 5.495  C47 1.092
54 C 5.373 -0.422 2.951  N55 1.488, H58 1.092, H59 1.092, H60 1.092
55 N 4.846 -0.157 1.585  C54 1.488, O56 1.237, O57 1.237
56 O 4.334 0.950 1.381  N55 1.237
57 O 4.962 -1.067 0.756  N55 1.237
58 H 5.205 0.460 3.572  C54 1.092
59 H 4.834 -1.283 3.351  C54 1.092
60 H 6.441 -0.630 2.858  C54 1.092
61 C -11.662 -1.901 2.125  N62 1.488, H65 1.092, H66 1.092, H67 1.092
62 N -12.332 -2.234 0.839  C61 1.488, O63 1.237, O64 1.237
63 O -11.635 -2.737 -0.050  N62 1.237
64 O -13.540 -1.980 0.758  N62 1.237
65 H -10.607 -2.176 2.055  C61 1.092
66 H -11.770 -0.827 2.285  C61 1.092
67 H -12.158 -2.472 2.912  C61 1.092
68 C 5.158 3.270 -1.080  N69 1.488, H72 1.092, H73 1.092, H74 1.092
69 N 5.848 4.275 -0.229  C68 1.488, O70 1.237, O71 1.237
70 O 6.884 4.781 -0.676  N69 1.237
71 O 5.330 4.529 0.865  N69 1.237
72 H 5.721 3.146 -2.008  C68 1.092
73 H 5.125 2.332 -0.522  C68 1.092
74 H 4.154 3.645 -1.286  C68 1.092
75 C -9.161 3.161 3.710  N76 1.488, H79 1.092, H80 1.092, H81 1.092
76 N -10.023 3.642 4.824  C75 1.488, O77 1.237, O78 1.237
77 O -10.378 4.826 4.794  N76 1.237
78 O -10.319 2.817 5.696  N76 1.237
79 H -8.982 3.988 3.020  C75 1.092
80 H -8.223 2.813 4.147  C75 1.092
81 H -9.692 2.349 3.210  C75 1.092
82 C 9.139 -3.354 1.473  N83 1.488, H86 1.092, H87 1.092, H88 1.092
83 N 8.277 -2.873 2.587  C82 1.488, O84 1.237, O85 1.237
84 O 7.922 -1.689 2.557  N83 1.237
85 O 7.981 -3.698 3.459  N83 1.237
86 H 9.318 -2.527 0.783  C82 1.092
87 H 10.077 -3.702 1.910  C82 1.092
88 H 8.608 -4.166 0.973  C82 1.092
89 C 2.456 1.256 -6.312  N90 1.488, H93 1.092, H94 1.092, H95 1.092
90 N 1.785 0.923 -7.598  C89 1.488, O91 1.237, O92 1.237
91 O 2.483 0.420 -8.487  N90 1.237
92 O 0.578 1.177 -7.679  N90 1.237
93 H 3.511 0.981 -6.382  C89 1.092
94 H 2.348 2.331 -6.152  C89 1.092
95 H 1.960 0.685 -5.525  C89 1.092
96 C 13.483 -2.862 -0.550  N97 1.488, H100 1.092, H101 1.092, H102 1.092
97 N 12.294 -3.098 0.312  C96 1.488, O98 1.237, O99 1.237
98 O 12.432 -2.920 1.528  N97 1.237
99 O 11.256 -3.456 -0.256  N97 1.237
100 H 14.321 -2.554 0.080  C96 1.092
101 H 13.711 -3.800 -1.062  C96 1.092
102 H 13.225 -2.074 -1.260  C96 1.092

---

No. 2
Here is a 2-piece molecular cluster, C11H18IO4PS overall in a non-equilibrium geometry from the OMol25 dataset. Energies are from the ωB97M-V functional and the def2-TZVPD basis.

## Properties
Charge: -2
Frontier orbital gap (Ha): 0.1197
E_HOMO (eV): 0.46

Last columns: bonded neighbours and bond lengths (Å).
Geometry (Å):
1 C 5.292 -0.502 0.404  C2 1.671, H14 1.173, H15 1.194, H16 1.173
2 C 3.862 0.360 0.467  C1 1.671, C3 1.648, C13 1.663
3 C 3.595 1.762 -0.357  C2 1.648, C4 1.672, H17 1.192
4 C 2.142 2.575 -0.204  C3 1.672, C5 1.672, H18 1.174
5 C 0.988 1.913 0.808  C4 1.672, C6 1.666, C12 1.668
6 C -0.510 2.605 1.040  C5 1.666, P7 1.929, H19 1.188, H20 1.173
7 P -1.869 1.301 0.624  C6 1.929, C8 1.942, H21 1.470, H22 1.467, H23 1.441
8 C -3.109 -0.082 0.056  P7 1.942, C9 1.639, H24 1.194, H25 1.183
9 C -2.436 -1.574 -0.014  C8 1.639, C10 1.638, H26 1.194, H27 1.193
10 C -2.030 -2.227 1.432  C9 1.638, I11 2.188, H28 1.190, H29 1.194
11 I -3.283 -1.622 3.120  C10 2.188
12 C 1.271 0.504 1.655  C5 1.668, C13 1.647, H30 1.194
13 C 2.706 -0.283 1.475  C2 1.663, C12 1.647, H31 1.181
14 H 6.172 0.162 0.002  C1 1.173
15 H 5.555 -0.722 1.548  C1 1.194
16 H 5.152 -1.522 -0.155  C1 1.173
17 H 4.426 2.229 -1.072  C3 1.192
18 H 1.891 3.569 -0.776  C4 1.174
19 H -0.603 2.881 2.192  C6 1.188
20 H -0.643 3.598 0.429  C6 1.173
21 H -2.901 2.336 0.470  P7 1.470
22 H -1.047 0.934 -0.535  P7 1.467
23 H -1.653 0.684 1.908  P7 1.441
24 H -3.380 0.210 -1.069  C8 1.194
25 H -4.137 -0.032 0.640  C8 1.183
26 H -1.418 -1.464 -0.628  C9 1.194
27 H -3.117 -2.282 -0.691  C9 1.193
28 H -0.878 -2.080 1.693  C10 1.190
29 H -2.172 -3.407 1.316  C10 1.194
30 H 0.424 0.054 2.366  C12 1.194
31 H 2.897 -1.277 2.082  C13 1.181
32 O -1.928 -3.025 -3.433  S33 1.474
33 S -2.237 -1.720 -4.045  O32 1.474, O34 1.474, O35 1.474, O36 1.474
34 O -1.787 -0.638 -3.150  S33 1.474
35 O -3.691 -1.609 -4.258  S33 1.474
36 O -1.541 -1.608 -5.340  S33 1.474